Formula: C5H9N
Source: OMol25
Level of theory: ωB97M-V with the def2-TZVPD basis set

Last column: natural (NBO) charge in e.
Atoms and positions in Å:
C1 1.713 -1.524 -1.629  -0.399
C2 0.735 -0.611 -1.333  -0.235
C3 0.397 -0.337 0.093  -0.351
C4 -0.493 0.574 0.532  0.220
C5 -0.741 0.875 1.986  -0.669
N1 -1.457 1.092 -0.450  -0.857
H1 2.164 -1.469 -2.652  0.190
H2 2.184 -2.401 -1.016  0.199
H3 0.379 -0.175 -2.220  0.206
H4 0.757 -1.130 0.658  0.211
H5 -1.370 0.199 2.551  0.232
H6 0.321 0.817 2.507  0.230
H7 -1.070 1.975 2.227  0.220
H8 -2.094 1.723 -0.085  0.396
H9 -1.428 0.393 -1.168  0.408

The calculation puts the energy above the lowest of the compared OMol25 structures with the same formula, charge and spin at 58.8 kcal per mole. The HOMO energy is -7.566 eV. The LUMO energy is 0.99 eV.

Formula: C5H9N
Source: OMol25
Level of theory: ωB97M-V with the def2-TZVPD basis set

Last column: natural (NBO) charge in e.
Atoms and positions in Å:
C1 -0.367 1.922 -1.636  -0.378
C2 -0.003 1.619 -0.398  -0.213
C3 -0.112 0.277 0.200  0.123
N1 -0.497 0.261 1.560  -0.819
C4 0.411 -0.829 -0.339  -0.253
C5 0.614 -2.087 0.437  -0.652
H1 -0.636 1.157 -2.353  0.196
H2 -0.307 2.940 -2.002  0.197
H3 0.371 2.387 0.276  0.205
H4 -1.035 -0.577 1.742  0.373
H5 -1.004 1.068 1.894  0.376
H6 0.638 -0.894 -1.393  0.204
H7 1.182 -2.822 -0.119  0.220
H8 1.082 -1.865 1.400  0.220
H9 -0.339 -2.557 0.731  0.199

The calculation puts the energy above the lowest of the compared OMol25 structures with the same formula, charge and spin at 27.0 kcal per mole. The HOMO energy is -7.926 eV. The LUMO energy is 1.10 eV.

Formula: C5H9N
Source: OMol25
Level of theory: ωB97M-V with the def2-TZVPD basis set

Last column: natural (NBO) charge in e.
Atoms and positions in Å:
C1 1.821 1.072 -0.500  -0.602
C2 1.093 -0.120 0.121  -0.398
C3 -0.395 -0.045 -0.232  -0.380
C4 -1.329 -0.819 0.706  -0.507
C5 -2.668 -0.894 0.111  0.290
N1 -3.685 -0.921 -0.440  -0.332
H1 1.515 2.000 -0.002  0.204
H2 2.910 0.988 -0.428  0.213
H3 1.548 1.171 -1.557  0.205
H4 1.239 -0.123 1.209  0.196
H5 1.518 -1.065 -0.242  0.202
H6 -0.711 1.007 -0.234  0.207
H7 -0.535 -0.415 -1.255  0.214
H8 -1.403 -0.320 1.679  0.244
H9 -0.976 -1.842 0.877  0.244

The calculation puts the energy above the lowest of the compared OMol25 structures with the same formula, charge and spin at 3.7 kcal per mole. The HOMO energy is -11.460 eV. The LUMO energy is 0.88 eV.

Formula: C5H9N
Source: OMol25
Level of theory: ωB97M-V with the def2-TZVPD basis set

Last column: natural (NBO) charge in e.
Atoms and positions in Å:
C1 0.958 0.470 1.042  -0.690
C2 -0.010 0.977 -1.629  -0.847
C3 0.245 -0.763 1.205  0.239
C4 -1.026 -0.964 0.375  -0.320
C5 -1.419 -0.353 -0.694  -0.014
N1 0.618 -1.846 1.794  -0.640
H1 1.488 -1.699 2.306  0.332
H2 -1.609 -1.785 0.795  0.271
H3 -2.309 -0.214 -1.277  0.216
H4 2.038 0.441 1.121  0.221
H5 0.451 0.803 -0.394  0.285
H6 0.458 1.373 1.373  0.226
H7 1.003 1.335 -1.833  0.261
H8 -0.166 0.424 -2.551  0.237
H9 -0.720 1.800 -1.632  0.223

The calculation puts the energy above the lowest of the compared OMol25 structures with the same formula, charge and spin at 145.9 kcal per mole. The HOMO energy (alpha / beta) is -7.791 / -7.790 eV. The LUMO energy (alpha / beta) is -0.22 / -0.23 eV.

Formula: C5H9N
Source: OMol25
Level of theory: ωB97M-V with the def2-TZVPD basis set

Last column: natural (NBO) charge in e.
Atoms and positions in Å:
C1 -2.296 0.141 0.132  -0.587
C2 -0.857 -0.393 -0.104  -0.530
C3 0.002 0.482 0.730  0.111
C4 2.361 -0.807 -0.070  -0.828
C5 0.338 1.727 0.173  0.082
N1 0.608 2.819 -0.151  -0.240
H1 -2.548 0.149 1.196  0.224
H2 -2.413 1.153 -0.267  0.219
H3 -2.999 -0.518 -0.384  0.231
H4 -0.812 -1.427 0.251  0.223
H5 -0.651 -0.365 -1.182  0.213
H6 1.715 -0.427 0.754  0.226
H7 2.108 -1.844 -0.200  0.215
H8 2.227 -0.272 -0.999  0.216
H9 3.387 -0.696 0.231  0.226

The calculation puts the energy above the lowest of the compared OMol25 structures with the same formula, charge and spin at 92.5 kcal per mole. The HOMO energy is -9.187 eV. The LUMO energy is -1.53 eV.

Formula: C5H9N
Source: OMol25
Level of theory: ωB97M-V with the def2-TZVPD basis set

Last column: natural (NBO) charge in e.
Atoms and positions in Å:
C1 0.229 -2.480 1.599  -0.384
C2 0.402 -1.210 1.947  -0.197
C3 0.593 -0.194 0.880  -0.346
C4 -0.237 0.371 0.003  0.026
N1 0.195 1.245 -0.972  -0.617
C5 -0.668 1.804 -1.977  -0.403
H1 0.184 -3.346 2.250  0.194
H2 0.201 -2.736 0.548  0.189
H3 0.309 -0.851 2.966  0.203
H4 1.658 0.005 0.743  0.189
H5 -1.306 0.212 -0.005  0.193
H6 1.174 1.348 -1.136  0.383
H7 -1.205 1.015 -2.525  0.177
H8 -1.429 2.483 -1.584  0.186
H9 -0.100 2.335 -2.736  0.208

The calculation puts the energy above the lowest of the compared OMol25 structures with the same formula, charge and spin at 40.4 kcal per mole. The HOMO energy is -7.637 eV. The LUMO energy is 1.12 eV.

Formula: C5H9N
Source: OMol25
Level of theory: ωB97M-V with the def2-TZVPD basis set

Last column: natural (NBO) charge in e.
Atoms and positions in Å:
C1 -0.875 -1.172 0.226  -0.206
N1 -1.610 0.113 -0.035  -0.653
C2 -0.651 1.300 -0.011  -0.226
C3 0.662 0.644 0.434  -0.278
C4 1.925 -0.059 -0.109  -0.326
C5 0.542 -0.697 -0.221  -0.264
H1 -0.977 -1.516 1.332  0.183
H2 -1.294 -2.021 -0.275  0.204
H3 -2.143 -0.112 -0.986  0.365
H4 -0.924 1.969 0.799  0.205
H5 -0.612 1.865 -0.985  0.204
H6 0.720 0.468 1.564  0.194
H7 2.607 -0.584 0.598  0.222
H8 2.351 0.206 -1.022  0.213
H9 0.279 -0.404 -1.309  0.162

The calculation puts the energy above the lowest of the compared OMol25 structures with the same formula, charge and spin at 99.2 kcal per mole. The HOMO energy is -8.678 eV. The LUMO energy is 1.12 eV.

Formula: C5H9N
Source: OMol25
Level of theory: ωB97M-V with the def2-TZVPD basis set

Last column: natural (NBO) charge in e.
Atoms and positions in Å:
C1 0.750 0.132 1.919  -0.556
C2 0.132 -0.603 0.979  -0.195
C3 0.128 -0.540 -0.492  0.135
N1 0.071 -1.691 -1.211  -0.792
C4 -0.642 0.581 -0.711  -0.186
C5 -0.348 1.981 -0.259  -0.655
H1 0.176 0.430 2.782  0.193
H2 1.819 0.259 1.972  0.204
H3 -0.374 -1.488 1.371  0.206
H4 -0.239 -1.659 -2.171  0.382
H5 0.831 -2.345 -1.130  0.390
H6 -1.618 0.426 -1.172  0.194
H7 0.670 1.944 0.079  0.235
H8 -0.619 2.675 -1.041  0.229
H9 -0.927 2.244 0.633  0.214

The calculation puts the energy above the lowest of the compared OMol25 structures with the same formula, charge and spin at 91.4 kcal per mole. The HOMO energy is -6.911 eV. The LUMO energy is 0.96 eV.

Formula: C5H9N
Source: OMol25
Level of theory: ωB97M-V with the def2-TZVPD basis set

Last column: natural (NBO) charge in e.
Atoms and positions in Å:
C1 -1.420 0.941 0.285  -0.437
C2 -1.939 -0.385 -0.187  -0.418
C3 -0.522 -0.265 0.284  -0.071
N1 0.565 -0.318 -0.664  -0.400
C4 1.789 -0.899 -0.130  -0.252
C5 1.676 0.566 -0.318  -0.263
H1 -1.220 1.695 -0.475  0.221
H2 -1.732 1.335 1.247  0.214
H3 -2.637 -0.943 0.432  0.212
H4 -2.103 -0.492 -1.254  0.225
H5 -0.323 -0.695 1.272  0.185
H6 1.743 -1.260 0.900  0.187
H7 2.388 -1.496 -0.816  0.203
H8 2.186 1.047 -1.153  0.202
H9 1.549 1.168 0.577  0.193

The calculation puts the energy above the lowest of the compared OMol25 structures with the same formula, charge and spin at 51.3 kcal per mole. The HOMO energy is -9.029 eV. The LUMO energy is 1.32 eV.

Formula: C5H9N
Source: OMol25
Level of theory: ωB97M-V with the def2-TZVPD basis set

Last column: natural (NBO) charge in e.
Atoms and positions in Å:
C1 -2.119 0.216 0.723  -0.682
C2 -2.992 -0.120 -0.227  0.461
N1 -3.614 -0.126 -1.259  -0.654
H1 -2.379 0.330 1.734  0.232
H2 -1.155 0.319 0.455  0.240
H3 -4.112 -0.837 -1.776  0.400
C3 0.670 -0.577 -0.750  -0.384
C4 1.450 0.304 -0.263  -0.197
C5 2.252 -0.044 0.920  -0.666
H4 0.317 -1.480 -0.317  0.202
H5 0.225 -0.343 -1.710  0.192
H6 1.827 1.225 -0.751  0.206
H7 2.987 -0.897 0.925  0.223
H8 1.639 -0.207 1.876  0.218
H9 2.974 0.804 1.021  0.208

The calculation puts the energy above the lowest of the compared OMol25 structures with the same formula, charge and spin at 76.6 kcal per mole. The HOMO energy is -8.497 eV. The LUMO energy is 1.04 eV.

Formula: C5H9N2
Source: OMol25
Level of theory: ωB97M-V with the def2-TZVPD basis set

Last column: natural (NBO) charge in e.
Atoms and positions in Å:
C1 -0.831 -2.023 0.536  -0.410
N1 -0.464 -0.661 0.274  -0.296
C2 -1.083 0.442 0.542  0.365
N2 -0.431 1.584 0.379  -0.515
C3 0.874 1.343 -0.178  -0.105
C4 0.951 0.751 -1.468  -0.423
C5 0.958 -0.131 -0.218  -0.061
H1 -0.127 -2.657 0.027  0.242
H2 -0.653 -2.093 1.528  0.220
H3 -1.869 -2.308 0.308  0.249
H4 -2.055 0.484 1.050  0.239
H5 -0.600 2.338 1.019  0.443
H6 1.547 2.152 0.097  0.262
H7 1.926 0.903 -1.959  0.270
H8 0.061 0.700 -2.124  0.254
H9 1.797 -0.824 0.187  0.266

The calculation puts the energy above the lowest of the compared OMol25 structures with the same formula, charge and spin at 67.0 kcal per mole. The total charge is +1. The HOMO energy is -14.366 eV. The LUMO energy is -3.32 eV.

Formula: C5H9N2
Source: OMol25
Level of theory: ωB97M-V with the def2-TZVPD basis set

Last column: natural (NBO) charge in e.
Atoms and positions in Å:
C1 0.450 1.894 0.287  0.014
C2 0.014 1.933 -0.915  0.012
C3 -1.626 -1.041 0.251  0.194
C4 -2.381 -0.222 -0.675  -0.225
C5 2.204 -1.197 0.612  -0.820
N1 -1.063 0.051 -0.017  -0.032
N2 0.079 0.625 -0.175  -0.243
H1 0.989 2.223 1.256  0.298
H2 -0.442 2.088 -1.832  0.269
H3 -1.466 -1.903 0.815  0.263
H4 1.116 -1.411 0.473  0.175
H5 -2.290 -0.155 -1.772  0.222
H6 -3.268 0.294 -0.401  0.225
H7 2.142 -0.155 0.726  0.189
H8 2.680 -1.562 1.517  0.229
H9 2.862 -1.461 -0.149  0.231

The calculation puts the energy above the lowest of the compared OMol25 structures with the same formula, charge and spin at 229.2 kcal per mole. The total charge is +1. The HOMO energy (alpha / beta) is -13.954 / -13.954 eV. The LUMO energy (alpha / beta) is -4.83 / -4.84 eV.

Formula: C5H9N2
Source: OMol25
Level of theory: ωB97M-V with the def2-TZVPD basis set

Last column: natural (NBO) charge in e.
Atoms and positions in Å:
C1 -0.046 -0.641 -2.575  -0.385
C2 1.357 -1.129 0.301  -0.292
C3 0.169 0.341 -1.733  -0.145
C4 0.555 -0.102 0.142  -0.103
C5 -0.401 0.506 1.109  0.508
N1 -0.939 1.662 0.750  -0.707
N2 -0.648 -0.187 2.192  -0.713
H1 -0.167 -0.428 -3.654  0.249
H2 0.126 -1.648 -2.258  0.217
H3 1.718 -1.330 1.338  0.201
H4 1.590 -1.778 -0.482  0.235
H5 0.012 1.411 -1.826  0.189
H6 -0.586 1.987 -0.157  0.443
H7 -1.425 2.221 1.448  0.437
H8 0.055 -0.922 2.609  0.452
H9 -1.368 0.037 2.798  0.416

The calculation puts the energy above the lowest of the compared OMol25 structures with the same formula, charge and spin at 94.9 kcal per mole. The total charge is +1. The HOMO energy is -14.091 eV. The LUMO energy is -4.32 eV.

Formula: C5H9N2
Source: OMol25
Level of theory: ωB97M-V with the def2-TZVPD basis set

Last column: natural (NBO) charge in e.
Atoms and positions in Å:
C1 3.050 0.594 -1.012  -0.206
C2 2.692 -0.442 -0.436  0.088
N1 2.120 -1.366 0.294  -0.354
C3 0.870 -1.355 0.383  0.276
N2 -0.014 -0.230 -0.151  -0.397
C4 -1.446 -0.594 -0.394  -0.435
C5 0.057 0.909 0.811  -0.419
H1 3.751 1.275 -1.425  0.270
H2 0.327 -2.220 0.979  0.245
H3 0.393 -0.043 -0.990  0.436
H4 -2.049 0.265 -0.700  0.261
H5 -1.371 -1.531 -1.119  0.255
H6 -1.830 -1.022 0.668  0.240
H7 1.183 1.040 1.024  0.259
H8 -0.308 1.805 0.427  0.241
H9 -0.640 0.473 1.686  0.238

The calculation puts the energy above the lowest of the compared OMol25 structures with the same formula, charge and spin at 133.8 kcal per mole. The total charge is +1. The HOMO energy is -14.335 eV. The LUMO energy is -4.63 eV.

Formula: C5H9N2
Source: OMol25
Level of theory: ωB97M-V with the def2-TZVPD basis set

Last column: natural (NBO) charge in e.
Atoms and positions in Å:
C1 -0.640 -1.380 -1.973  -0.687
C2 -0.325 -0.345 -1.060  0.167
C3 -0.850 0.949 -0.934  -0.067
N1 -0.502 1.450 0.282  -0.454
C4 0.255 0.579 0.863  0.447
C5 0.775 0.664 2.226  -0.689
N2 0.419 -0.494 0.125  -0.472
H1 -0.980 -0.971 -2.889  0.265
H2 0.199 -1.919 -2.390  0.255
H3 -1.467 -1.995 -1.588  0.260
H4 -1.423 1.630 -1.527  0.252
H5 -0.833 2.298 0.754  0.462
H6 0.441 -0.352 2.601  0.257
H7 1.916 0.695 2.417  0.288
H8 0.093 1.439 2.852  0.262
H9 1.086 -1.247 0.221  0.455

The calculation puts the energy above the lowest of the compared OMol25 structures with the same formula, charge and spin at 28.0 kcal per mole. The total charge is +1. The HOMO energy is -13.628 eV. The LUMO energy is -3.00 eV.

Formula: C5H9N2
Source: OMol25
Level of theory: ωB97M-V with the def2-TZVPD basis set

Last column: natural (NBO) charge in e.
Atoms and positions in Å:
C1 -3.099 0.662 1.224  -0.673
C2 -1.723 0.132 0.984  -0.010
C3 -0.967 0.737 0.028  -0.150
N1 0.339 0.551 -0.293  -0.209
C4 1.415 0.213 -0.454  0.623
C5 2.733 -0.402 -0.502  -0.308
N2 2.832 -1.285 -1.593  -0.802
H1 -3.630 0.098 1.967  0.249
H2 -3.162 1.733 1.395  0.256
H3 -3.579 0.429 0.292  0.251
H4 -1.297 -0.706 1.601  0.232
H5 -1.335 1.512 -0.495  0.224
H6 2.756 -0.843 0.458  0.269
H7 3.450 0.313 -0.527  0.261
H8 2.396 -2.128 -1.520  0.382
H9 2.871 -1.016 -2.565  0.406

The calculation puts the energy above the lowest of the compared OMol25 structures with the same formula, charge and spin at 89.6 kcal per mole. The total charge is +1. The HOMO energy is -13.934 eV. The LUMO energy is -4.36 eV.